No. 1
Formula: H36O18
Source: the OMol25 dataset
Level of theory: ωB97M-V/def2-TZVPD

Each atom is followed by the atoms it is bonded to, with distances in Å.
Cartesian coordinates (Å):
1 O -3.907 0.970 -2.454  H2 1.021, H3 0.930
2 H -2.959 0.752 -2.144  O1 1.021
3 H -4.326 1.779 -2.266  O1 0.930
4 O 3.922 3.151 -2.534  H5 0.962, H6 0.999
5 H 3.816 2.566 -1.778  O4 0.962
6 H 3.649 2.561 -3.293  O4 0.999
7 O 0.376 -2.452 1.469  H8 1.014, H9 0.925
8 H 0.003 -2.572 2.405  O7 1.014
9 H 0.733 -3.221 1.099  O7 0.925
10 O 2.320 1.640 -3.967  H11 0.965, H12 1.055
11 H 2.721 0.785 -3.769  O10 0.965
12 H 2.088 1.631 -4.996  O10 1.055
13 O 1.095 -5.038 1.632  H14 1.002, H15 0.928
14 H 1.982 -4.701 1.309  O13 1.002
15 H 1.555 -5.573 2.235  O13 0.928
16 O -3.874 -1.976 -2.414  H17 1.050, H18 1.017
17 H -4.282 -2.944 -2.440  O16 1.050
18 H -4.498 -1.374 -1.883  O16 1.017
19 O -1.975 -3.034 -5.129  H20 0.909, H21 0.950
20 H -2.805 -3.214 -4.806  O19 0.909
21 H -1.534 -2.986 -4.290  O19 0.950
22 O 1.902 3.812 4.170  H23 0.944, H24 0.997
23 H 1.813 3.373 3.339  O22 0.944
24 H 2.698 4.352 3.907  O22 0.997
25 O -4.801 1.490 0.342  H26 0.917, H27 0.847
26 H -4.344 2.255 0.558  O25 0.917
27 H -5.101 1.276 -0.420  O25 0.847
28 O 1.822 4.148 -1.346  H29 0.934, H30 1.032
29 H 1.252 3.724 -1.951  O28 0.934
30 H 2.500 4.682 -1.913  O28 1.032
31 O 2.178 0.205 -0.952  H32 0.988, H33 0.961
32 H 2.006 -0.101 -1.875  O31 0.988
33 H 2.066 -0.664 -0.555  O31 0.961
34 O 1.705 -3.075 -1.939  H35 0.997, H36 0.974
35 H 2.163 -3.832 -2.398  O34 0.997
36 H 1.468 -3.556 -1.125  O34 0.974
37 O 0.135 1.638 -0.348  H38 1.016, H39 1.021
38 H 0.031 2.258 0.451  O37 1.016
39 H 0.890 2.035 -0.910  O37 1.021
40 O -1.001 3.560 2.391  H41 0.893, H42 0.981
41 H -1.504 2.871 2.128  O40 0.893
42 H -1.493 3.880 3.177  O40 0.981
43 O 1.561 -2.083 4.025  H44 1.039, H45 1.026
44 H 2.505 -1.967 4.442  O43 1.039
45 H 1.635 -1.426 3.241  O43 1.026
46 O -1.107 0.021 2.624  H47 0.987, H48 0.960
47 H -1.116 0.219 1.658  O46 0.987
48 H -0.498 0.724 2.861  O46 0.960
49 O 1.932 0.848 1.412  H50 0.995, H51 1.034
50 H 1.433 1.178 0.617  O49 0.995
51 H 1.451 1.232 2.243  O49 1.034
52 O -2.516 -3.683 3.184  H53 0.931, H54 0.896
53 H -2.377 -3.840 2.276  O52 0.931
54 H -1.775 -3.314 3.525  O52 0.896

Summary:
- E (eV) = -37434.935
- LUMO level (eV) = -0.3
- total charge = 0
- ΔE to the lowest compared entry with this formula, charge and spin (kJ/mol) = 730.9
- HOMO (eV) = -10.3
- molar mass (Da) = 324.3

=====

No. 2
Formula: H36O18
Source: the OMol25 dataset
Level of theory: ωB97M-V/def2-TZVPD

Each atom is followed by the atoms it is bonded to, with distances in Å.
Cartesian coordinates (Å):
1 O -4.649 -0.310 -1.785  H2 0.937, H3 0.965
2 H -4.898 -0.034 -0.925  O1 0.937
3 H -4.234 0.389 -2.305  O1 0.965
4 O 1.254 1.839 2.815  H5 0.987, H6 0.953
5 H 0.463 2.107 2.289  O4 0.987
6 H 2.039 2.059 2.322  O4 0.953
7 O 4.344 -2.457 2.531  H8 0.930, H9 0.948
8 H 3.450 -2.397 2.777  O7 0.930
9 H 4.733 -1.648 2.836  O7 0.948
10 O 4.080 -3.027 -3.477  H11 0.991, H12 0.952
11 H 3.366 -3.344 -2.867  O10 0.991
12 H 4.815 -3.303 -2.938  O10 0.952
13 O -0.506 3.081 -1.320  H14 0.999, H15 0.998
14 H -0.431 2.689 -2.235  O13 0.999
15 H -0.201 4.017 -1.489  O13 0.998
16 O -2.527 1.713 -4.175  H17 0.952, H18 1.006
17 H -1.789 1.850 -4.760  O16 0.952
18 H -3.279 2.250 -4.573  O16 1.006
19 O -4.482 0.288 4.220  H20 0.990, H21 0.989
20 H -3.806 0.721 4.799  O19 0.990
21 H -4.238 -0.670 4.240  O19 0.989
22 O -5.079 0.691 1.562  H23 0.979, H24 0.966
23 H -5.013 0.776 2.535  O22 0.979
24 H -6.022 0.502 1.649  O22 0.966
25 O 4.024 1.578 2.621  H26 1.004, H27 1.039
26 H 4.211 0.936 3.370  O25 1.004
27 H 4.139 2.592 2.817  O25 1.039
28 O -2.909 2.400 0.878  H29 0.961, H30 0.946
29 H -3.213 1.785 1.552  O28 0.961
30 H -2.012 2.119 0.778  O28 0.946
31 O 5.560 -0.267 -2.266  H32 0.952, H33 0.974
32 H 4.877 -0.782 -2.684  O31 0.952
33 H 5.403 0.583 -2.714  O31 0.974
34 O -0.517 -1.576 -1.436  H35 1.038, H36 0.985
35 H -1.440 -1.349 -1.019  O34 1.038
36 H 0.078 -1.783 -0.680  O34 0.985
37 O -3.570 2.736 -2.134  H38 0.950, H39 0.977
38 H -2.689 2.388 -2.203  O37 0.950
39 H -3.649 2.678 -1.162  O37 0.977
40 O 1.907 2.071 0.078  H41 0.936, H42 0.917
41 H 2.685 2.004 0.595  O40 0.936
42 H 2.021 2.399 -0.771  O40 0.917
43 O 0.604 -4.263 2.704  H44 0.928, H45 0.953
44 H 0.194 -4.098 3.520  O43 0.928
45 H 0.935 -5.157 2.675  O43 0.953
46 O 2.039 -1.558 -1.980  H47 0.987, H48 0.955
47 H 1.279 -0.931 -2.040  O46 0.987
48 H 1.848 -1.887 -2.855  O46 0.955
49 O 1.811 -1.886 3.545  H50 1.014, H51 0.916
50 H 0.924 -2.214 3.178  O49 1.014
51 H 1.681 -1.995 4.446  O49 0.916
52 O -1.188 -1.532 -3.845  H53 0.926, H54 1.017
53 H -1.341 -2.187 -3.209  O52 0.926
54 H -1.080 -0.586 -3.488  O52 1.017

Summary:
- E (eV) = -37437.178
- LUMO level (eV) = -0.4
- total charge = 0
- ΔE to the lowest compared entry with this formula, charge and spin (kJ/mol) = 514.5
- HOMO (eV) = -10.6
- molar mass (Da) = 324.3

=====

No. 3
Formula: H37O19
Source: the OMol25 dataset
Level of theory: ωB97M-V/def2-TZVPD

Each atom is followed by the atoms it is bonded to, with distances in Å.
Cartesian coordinates (Å):
1 O 1.041 1.216 0.851  H3 0.985, H47 0.918
2 H 1.055 4.152 0.199  O51 0.982
3 H 0.355 0.889 0.224  O1 0.985
4 O -0.025 2.010 2.924  H6 0.962, H53 1.033
5 H 1.774 -2.241 0.585  O33 0.943
6 H -0.554 1.551 2.264  O4 0.962
7 O -2.368 -1.923 -1.275  H34 1.038, H40 1.102
8 H 1.147 0.900 -1.471  O27 1.055
9 H 1.715 0.805 3.674  O19 0.926
10 O -1.598 -0.032 -3.634  H11 0.998, H12 0.957
11 H -1.104 -0.377 -2.839  O10 0.998
12 H -2.482 -0.189 -3.302  O10 0.957
13 O -1.333 4.356 -0.689  H15 0.976, H46 1.099
14 H -2.367 -3.244 0.253  O48 0.979
15 H -1.419 3.448 -0.344  O13 0.976
16 O 0.187 -0.264 -0.926  H18 0.981
17 H -2.215 0.996 -0.545  O36 0.994
18 H 0.648 -0.654 -0.153  O16 0.981
19 O 2.184 0.231 3.118  H9 0.926, H21 0.995
20 H 0.402 -1.609 -1.467  O22 1.041
21 H 2.188 0.857 2.344  O19 0.995
22 O 0.772 -2.432 -1.987  H20 1.041, H38 1.019
23 H -1.493 -2.898 2.427  O39 0.891
24 O -0.176 2.389 -3.727  H26 1.075, H41 0.978
25 H -0.750 0.966 -1.426  O36 1.081
26 H -0.511 3.348 -4.080  O24 1.075
27 O 1.716 1.719 -1.817  H8 1.055, H29 1.038
28 H 1.354 -1.966 2.112  O33 1.009
29 H 1.056 2.143 -2.497  O27 1.038
30 O 1.265 -2.233 4.149  H31 0.874, H32 1.039
31 H 0.637 -2.839 4.092  O30 0.874
32 H 0.972 -1.331 3.725  O30 1.039
33 O 1.535 -2.655 1.398  H5 0.943, H28 1.009
34 H -1.955 -0.972 -1.337  O7 1.038
35 H -4.854 -0.852 0.723  O45 0.794
36 O -1.762 1.341 -1.360  H17 0.994, H25 1.081
37 H -3.563 -0.877 1.501  O45 0.976
38 H 0.830 -2.026 -2.920  O22 1.019
39 O -1.539 -2.741 3.303  H23 0.891, H49 0.984
40 H -1.585 -2.662 -1.510  O7 1.102
41 H -0.995 1.884 -3.553  O24 0.978
42 O 3.090 -1.653 -2.950  H43 1.108, H44 0.999
43 H 2.711 -1.824 -1.922  O42 1.108
44 H 3.771 -0.923 -2.891  O42 0.999
45 O -4.491 -0.599 1.382  H35 0.794, H37 0.976
46 H -1.476 4.178 -1.764  O13 1.099
47 H 1.806 1.436 0.395  O1 0.918
48 O -2.717 -3.682 1.055  H14 0.979, H50 0.990
49 H -1.130 -1.851 3.402  O39 0.984
50 H -3.647 -3.480 0.783  O48 0.990
51 O 1.507 4.313 1.056  H2 0.982, H52 0.936
52 H 1.927 3.491 1.207  O51 0.936
53 H 0.376 2.890 2.564  O4 1.033
54 O 3.658 0.067 0.179  H55 0.947, H56 0.952
55 H 3.232 -0.441 -0.498  O54 0.947
56 H 3.200 -0.104 0.996  O54 0.952

Summary:
- E (eV) = -39501.242
- LUMO level (eV) = 2.0
- total charge = -1
- ΔE to the lowest compared entry with this formula, charge and spin (kJ/mol) = 679.2
- HOMO (eV) = -7.6
- molar mass (Da) = 341.3

=====

No. 4
Formula: H38N7O9S
Source: the OMol25 dataset
Level of theory: ωB97M-V/def2-TZVPD

Each atom is followed by the atoms it is bonded to, with distances in Å.
Cartesian coordinates (Å):
1 N -8.389 19.663 22.403  H2 1.010, H3 1.010, H4 1.010, H5 1.010
2 H -7.636 19.089 22.756  N1 1.010
3 H -8.887 20.185 23.109  N1 1.010
4 H -9.165 19.099 22.085  N1 1.010
5 H -8.051 20.224 21.635  N1 1.010
6 N -7.003 15.061 20.925  H7 1.010, H8 1.010, H9 1.010, H10 1.010
7 H -7.764 15.537 20.462  N6 1.010
8 H -6.311 14.915 20.203  N6 1.010
9 H -7.169 14.146 21.320  N6 1.010
10 H -6.513 15.637 21.594  N6 1.010
11 N -12.465 18.537 22.773  H12 1.010, H13 1.010, H14 1.010, H15 1.010
12 H -11.643 18.199 22.294  N11 1.010
13 H -12.303 19.388 23.293  N11 1.010
14 H -13.062 17.884 23.261  N11 1.010
15 H -13.082 18.923 22.073  N11 1.010
16 N -10.727 14.769 17.658  H17 1.010, H18 1.010, H19 1.010, H20 1.010
17 H -10.693 15.112 18.608  N16 1.010
18 H -10.962 13.787 17.634  N16 1.010
19 H -9.902 15.039 17.142  N16 1.010
20 H -11.487 15.241 17.190  N16 1.010
21 N -6.886 17.929 18.931  H22 1.010, H23 1.010, H24 1.010, H25 1.010
22 H -6.932 18.922 19.113  N21 1.010
23 H -6.026 17.641 19.376  N21 1.010
24 H -6.886 17.916 17.921  N21 1.010
25 H -7.681 17.659 19.491  N21 1.010
26 N -13.467 15.532 19.626  H27 1.010, H28 1.010, H29 1.010, H30 1.010
27 H -13.274 14.550 19.493  N26 1.010
28 H -14.112 15.992 19.001  N26 1.010
29 H -12.591 16.029 19.709  N26 1.010
30 H -14.010 15.588 20.476  N26 1.010
31 N -12.474 18.427 17.609  H32 1.010, H33 1.010, H34 1.010, H35 1.010
32 H -13.251 18.304 18.242  N31 1.010
33 H -12.452 17.597 17.033  N31 1.010
34 H -11.601 18.533 18.105  N31 1.010
35 H -12.735 19.280 17.134  N31 1.010
36 S -10.223 17.555 20.238  O37 1.447, O38 1.467, O39 1.476, O40 1.480
37 O -10.280 18.007 21.611  S36 1.447
38 O -8.865 17.021 20.091  S36 1.467
39 O -11.180 16.451 20.026  S36 1.476
40 O -10.594 18.722 19.406  S36 1.480
41 O -11.170 14.458 21.981  H42 0.957, H43 0.957
42 H -11.071 14.929 21.154  O41 0.957
43 H -10.605 14.928 22.594  O41 0.957
44 O -8.968 16.248 22.998  H45 0.957, H46 0.957
45 H -8.101 16.629 23.134  O44 0.957
46 H -9.341 16.752 22.274  O44 0.957
47 O -9.128 19.911 17.306  H48 0.957, H49 0.957
48 H -9.514 19.635 18.138  O47 0.957
49 H -9.195 19.139 16.743  O47 0.957
50 O -10.349 17.898 24.583  H51 0.957, H52 0.957
51 H -9.601 17.532 24.110  O50 0.957
52 H -10.858 17.134 24.854  O50 0.957
53 O -10.978 21.316 19.574  H54 0.957, H55 0.957
54 H -10.129 21.685 19.816  O53 0.957
55 H -10.793 20.400 19.369  O53 0.957

Summary:
- 2S+1 = 2
- E (eV) = -40267.547
- LUMO level (spin up / spin down) (eV) = -12.2 / -12.4
- total charge = +4
- HOMO (spin up / spin down) (eV) = -15.3 / -21.5
- molar mass (Da) = 312.4

=====

The highest total charge belongs to which entry?
H38N7O9S

=====

Among the records above, which one has the highest total charge?
H38N7O9S

=====

Among the records above, which one has the lowest molar mass?
H38N7O9S